C7H8S | ωB97M-V with the def2-TZVPD basis set

Properties
HOMO-LUMO gap in eV: 7.6
SMILES string: C=C=C=C/C(C)=C\S
E_HOMO in hartree: -0.29023
Energy above the lowest of the compared OMol25 structures with the same formula, charge and spin in kJ/mol: 366.8

```
! wB97M-V def2-TZVPD RIJCOSX def2/J DEFGRID3
* xyz 0 1
S 1.0725 -0.3275 2.2411
C -0.5209 -2.2731 -0.6931
C -0.3511 0.2588 -0.7672
C 0.7925 1.1200 1.3098
C -0.2823 -1.0320 -0.6076
C 0.1156 2.6142 -0.5107
C 0.2776 1.2301 0.0894
C -0.5552 -3.5895 -0.2899
H 1.1155 2.0541 1.9050
H -0.8328 0.6243 -1.6840
H 0.2327 3.2963 0.2914
H 0.4739 -1.0711 1.4365
H 0.8005 2.8163 -1.4516
H -1.1290 -4.2674 -0.9934
H -0.9719 2.4721 -0.8838
H -0.2374 -3.9257 0.6081
*
```

=====

C7H9BF3N | ωB97M-V with the def2-TZVPD basis set

Properties
HOMO-LUMO gap in eV: 10.4
SMILES string: C[C@@]12C=C[C@@H](BN1C(F)(F)F)C2
E_HOMO in hartree: -0.35062
Energy above the lowest of the compared OMol25 structures with the same formula, charge and spin in kJ/mol: 0.0

```
! wB97M-V def2-TZVPD RIJCOSX def2/J DEFGRID3
* xyz 0 1
F -2.5632 -0.9944 0.9489
F -3.0493 0.9621 0.2272
F -2.4078 -0.5562 -1.1464
N -0.8626 0.3729 0.2567
C 1.3915 1.1884 -1.0944
C 1.3250 0.0109 0.9135
C 0.8617 0.0047 -1.3740
C 1.2288 1.4627 0.3880
C -0.0294 -2.0156 -0.0153
C -2.1676 -0.0322 0.0797
C 0.2935 -0.5423 -0.0762
B -0.3497 1.6378 0.5653
H 1.0138 -0.1099 1.9504
H 0.7642 -0.4942 -2.3187
H -1.2572 2.6350 0.9134
H 1.9464 2.1704 0.7948
H 2.3146 -0.4222 0.7681
H 1.8444 1.8833 -1.7766
H 0.8778 -2.5842 -0.2136
H -0.7718 -2.2891 -0.7616
H -0.4029 -2.2882 0.9709
*
```

=====

C7H9BN2O | ωB97M-V with the def2-TZVPD basis set

Properties
HOMO-LUMO gap in eV: 7.7
SMILES string: [H]/N=C/c1c(N)cccc1BO
E_HOMO in hartree: -0.29053
Energy above the lowest of the compared OMol25 structures with the same formula, charge and spin in kJ/mol: 0.0

```
! wB97M-V def2-TZVPD RIJCOSX def2/J DEFGRID3
* xyz 0 1
O -2.8856 1.3206 -0.1191
N 2.6164 0.4372 0.0870
N 1.2626 2.6043 0.2174
C 0.1521 1.8658 0.2802
C -0.9120 -1.9312 0.3894
C 1.4198 -0.2445 -0.0323
C -1.2598 -0.6387 0.0849
C 0.3818 -2.4439 0.1861
C 0.1738 0.4571 0.0649
C 1.4212 -1.6927 -0.1250
B -2.6740 0.0275 0.1056
H 0.4966 -3.4885 0.2439
H 1.1828 3.4454 0.6777
H -3.7626 1.5465 0.0827
H -3.7431 -0.6167 0.2110
H -1.6749 -2.6388 0.6186
H 2.4987 -2.0973 -0.2835
H -0.7968 2.4138 0.3485
H 3.5041 0.0859 0.2533
H 2.4660 1.4338 0.2354
*
```

=====

C7H9BO3 | ωB97M-V with the def2-TZVPD basis set

Properties
HOMO-LUMO gap in eV: 8.6
E_HOMO in hartree: -0.31312
Energy above the lowest of the compared OMol25 structures with the same formula, charge and spin in kJ/mol: 185.5

```
! wB97M-V def2-TZVPD RIJCOSX def2/J DEFGRID3
* xyz 0 1
O 2.1294 -1.8389 -0.3606
O 3.3897 0.1501 -0.4291
O 1.5474 1.7168 0.4316
C -2.3720 -0.9905 0.4833
C -1.0203 -0.9150 0.6332
C -2.4037 1.1692 -0.7336
C -0.3434 0.1947 0.0663
C -0.9835 1.2422 -0.6151
C 1.0989 0.3233 0.3792
C -3.0061 -0.0410 -0.3197
B 2.2524 -0.5238 -0.1986
H 4.0843 -0.4138 -0.6901
H -2.9879 -1.6891 1.1085
H 2.8961 -2.3660 -0.2347
H -4.0429 -0.2719 -0.4064
H -2.8135 1.9906 -1.2525
H -0.3823 2.1714 -0.6085
H 1.3073 -0.1320 1.6520
H -0.5779 -1.6067 1.3038
H 2.2278 1.8304 -0.2089
*
```

=====

C7H9BrN2 | ωB97M-V with the def2-TZVPD basis set

Properties
HOMO-LUMO gap (spin up / spin down) in eV: 6.5 / 5.4
E_HOMO (spin up / spin down) in hartree: -0.30008 / -0.27443
Energy above the lowest of the compared OMol25 structures with the same formula, charge and spin in kJ/mol: 254.5

```
! wB97M-V def2-TZVPD RIJCOSX def2/J DEFGRID3
* xyz 0 1
Br -3.2987 -0.2299 -0.4500
N -0.9617 1.9986 0.7718
N -0.9720 0.6932 0.9472
C 1.1598 -0.0790 -0.0406
C 1.3648 -2.3938 -0.4710
C -0.1077 -0.2207 0.5029
C -0.4612 2.7000 -0.3880
C -0.5399 -1.5353 0.6751
C 1.9195 -1.1147 -0.4609
C 0.1340 -2.6338 0.1491
H 2.8992 -0.8720 -0.7968
H -0.1781 -3.6935 0.0398
H -1.6481 -1.7454 0.9491
H 1.9360 -3.1534 -0.8682
H -1.2466 3.5837 -0.5760
H 0.4427 3.2722 -0.2148
H -1.6394 2.5323 1.3345
H -0.3928 1.9285 -1.1054
H 1.5900 0.9630 0.0022
*
```

=====

C7H9Cl | ωB97M-V with the def2-TZVPD basis set

Properties
HOMO-LUMO gap in eV: 9.5
SMILES string: C#C[C@@]1(Cl)CC1(C)C
E_HOMO in hartree: -0.31805
Energy above the lowest of the compared OMol25 structures with the same formula, charge and spin in kJ/mol: 323.6

```
! wB97M-V def2-TZVPD RIJCOSX def2/J DEFGRID3
* xyz 0 1
Cl -1.6457 -2.3946 -1.1010
C -0.0233 -1.1123 1.1836
C 2.1587 -2.0250 -1.6301
C -0.2389 -0.0775 0.1658
C 1.0492 -1.8865 -1.1549
C 0.8126 0.8579 -0.2214
C -0.2152 -1.4710 -0.5679
C -1.6614 0.5929 0.1727
H 1.7547 0.3732 -0.5754
H 0.9198 -1.4769 1.6292
H -0.9021 -1.4443 1.6525
H 3.1519 -2.3937 -1.8054
H -1.9651 1.4681 -0.3327
H 0.5427 1.4758 -1.1443
H 0.8228 1.5749 0.5940
H -1.8063 0.6838 1.3095
H -2.3740 -0.1622 -0.1612
*
```

=====

C7H9Cl2F13SSi | ωB97M-V with the def2-TZVPD basis set

Properties
HOMO-LUMO gap in eV: 8.0
SMILES string: FC(F)(CC[SiH3])C(F)(F)C(F)(F)C(F)(F)S(F)(F)(F)(F)F.ClCCl
E_HOMO in hartree: -0.39236

```
! wB97M-V def2-TZVPD RIJCOSX def2/J DEFGRID3
* xyz 0 1
Cl -3.8342 -3.2574 1.6633
Cl -1.5624 -4.0309 0.0081
S 3.4035 -0.7699 -1.3137
Si -1.6751 -0.5253 2.7543
F -1.6048 3.5250 -0.5747
F 3.0549 2.5029 -1.7705
F 2.2585 -1.9368 -1.9201
F 1.2042 1.6108 -2.9709
F 2.1936 0.6178 0.6513
F -1.3223 1.3719 -1.5280
F 4.5963 0.2734 -0.6665
F 0.6499 3.9451 -1.7912
F 4.6664 -1.8663 -1.7090
F 1.4453 3.4403 0.3912
F 3.2781 -1.6064 0.2166
F 0.7492 -0.5741 -0.8217
F 3.5179 -0.1563 -2.8974
C 1.9682 0.3006 -0.8098
C 1.7775 1.7168 -1.5760
C -1.9379 0.3160 1.0057
C -0.7367 2.2857 -0.5245
C -3.3046 -4.1932 0.2602
C -0.9928 1.6732 0.9998
C 0.7783 2.8039 -0.8066
H -3.0880 0.5696 0.9594
H -0.0096 1.4844 1.6041
H -2.1709 -1.9167 2.5975
H -2.4224 0.1259 3.8215
H -1.6408 -0.4830 0.2049
H -3.5437 -5.2468 0.4243
H -1.6058 2.4795 1.6321
H -3.8278 -3.8301 -0.6277
H -0.2619 -0.6496 3.1140
*
```

=====

C7H9Cl3Si | ωB97M-V with the def2-TZVPD basis set

Properties
HOMO-LUMO gap (spin up / spin down) in eV: 8.1 / 8.1
E_HOMO (spin up / spin down) in hartree: -0.30913 / -0.30917
Energy above the lowest of the compared OMol25 structures with the same formula, charge and spin in kJ/mol: 522.6

```
! wB97M-V def2-TZVPD RIJCOSX def2/J DEFGRID3
* xyz 0 1
Cl 5.6875 0.5657 -1.8138
Cl 4.7111 -2.0479 -0.0785
Cl 4.3838 1.0491 1.1905
Si 4.3466 -0.1146 -0.4680
C -1.2962 -0.1389 -0.6973
C -0.4789 1.5545 0.5674
C -1.2944 -1.1340 0.3897
C -0.1839 0.8157 -0.5241
C -1.7472 0.9831 0.8582
C -1.8435 -0.3596 1.6370
C -2.5028 0.7888 -0.4417
H 0.6719 0.8055 -1.1281
H -0.2566 -1.5648 0.4571
H -3.5624 0.3793 -0.4085
H -1.5013 -0.5597 -1.6843
H -1.0452 -0.3481 2.3152
H -2.4951 1.6849 -1.0263
H -2.8074 -0.6437 1.9589
H 3.2010 0.2863 -1.2476
H -1.9871 -2.0016 0.1441
*
```

=====

C7H9ClN2O4 | ωB97M-V with the def2-TZVPD basis set

Properties
HOMO-LUMO gap (spin up / spin down) in eV: 4.8 / 4.8
E_HOMO (spin up / spin down) in hartree: -0.29525 / -0.29534
Energy above the lowest of the compared OMol25 structures with the same formula, charge and spin in kJ/mol: 886.8

```
! wB97M-V def2-TZVPD RIJCOSX def2/J DEFGRID3
* xyz 0 1
Cl 0.8066 3.6524 -0.7736
O -2.7657 -0.9114 -1.5873
O -0.7617 -0.1037 -1.9485
O -3.5210 -0.3879 0.7629
O -2.1860 -1.4556 2.0681
N -1.6591 -0.5570 -1.1599
N -2.4996 -0.9930 0.9839
C 1.0721 -1.2684 -0.2585
C -1.3803 -0.7096 0.1641
C 0.0023 -0.8423 0.6916
C 1.7044 0.0183 -0.7952
C 0.4583 2.0562 -0.5936
C 0.3821 0.4870 1.2421
C 1.3104 1.1873 0.2063
H 1.1778 0.3565 2.1426
H 1.7590 -1.8647 0.2980
H 1.1728 0.2618 -1.8142
H -0.1476 -1.5267 1.5110
H 2.1692 1.6485 0.6404
H 0.6331 -1.9073 -1.0002
H 2.7710 -0.1102 -1.0634
H -0.2341 1.2599 1.5379
H -0.2640 1.7098 -1.2546
*
```

=====

C7H9F | ωB97M-V with the def2-TZVPD basis set

Properties
HOMO-LUMO gap in eV: 10.6
E_HOMO in hartree: -0.35582
Energy above the lowest of the compared OMol25 structures with the same formula, charge and spin in kJ/mol: 396.8

```
! wB97M-V def2-TZVPD RIJCOSX def2/J DEFGRID3
* xyz 0 1
F -0.5043 1.9856 0.2061
C 1.1602 -0.2487 1.1187
C 1.1745 -0.9054 -0.9099
C 0.2494 -1.1463 0.3099
C -0.2551 0.9288 -0.5603
C -2.1933 -0.9166 0.0147
C -1.0034 -0.2724 0.0754
C 1.2799 0.4473 -0.2074
H 0.8102 -1.2867 -1.8936
H 1.9447 1.2488 -0.5134
H -3.4654 -0.5672 -0.2972
H -2.2142 -1.9904 0.4605
H 2.2844 -0.6147 1.4321
H 0.2272 -2.2273 0.3744
H 0.5077 0.4368 1.7953
H 2.0055 -1.4477 -0.6592
H -0.0345 1.2581 -1.6013
*
```